Density functional theory data (the ωB97M-V functional and the def2-TZVPD basis) for a 10-piece molecular cluster, C35H74NO17 overall at a distorted geometry.

```
127
Properties=species:S:1:pos:R:3:lowdin_charge:R:1
O 31.5230 22.2880 18.2290 0.019
O 29.0420 25.5870 10.8130 0.097
O 29.2750 18.6380 11.8100 -0.031
O 25.3020 27.1500 12.0040 -0.085
O 25.9160 23.4420 16.9090 0.028
O 28.0920 20.2030 12.9560 0.092
O 25.3430 22.1000 11.9500 0.067
O 30.2750 27.4520 10.6990 -0.028
O 26.2050 25.3950 13.2030 0.088
O 29.8790 24.9410 15.3560 -0.079
O 33.3470 23.1040 13.1920 -0.009
O 31.1550 22.3930 12.7480 0.043
O 29.1970 22.0150 18.4390 -0.009
O 28.2210 23.5870 7.8100 -0.005
O 28.8070 22.4030 9.5250 0.033
O 27.1550 21.9870 15.5540 0.084
O 23.5360 21.4600 10.7090 0.010
N 28.3520 23.0500 12.8960 0.390
C 29.5770 19.2960 10.6460 -0.313
C 30.2650 21.7440 16.3830 -0.005
C 29.1670 22.3660 19.7990 -0.159
C 26.7650 23.3200 7.8770 -0.200
C 30.4700 25.8460 17.6050 0.011
C 24.3760 21.3470 11.7410 -0.452
C 26.1870 22.3000 16.2340 -0.466
C 22.4150 22.3470 8.9310 -0.050
C 24.9370 26.3620 10.9160 -0.229
C 29.8410 27.4260 15.6430 0.015
C 30.4180 18.5230 9.7330 -0.063
C 29.0380 18.3630 14.2120 0.018
C 34.2820 25.1120 13.7860 -0.083
C 27.7810 21.9140 20.4080 -0.014
C 28.7510 19.1970 12.9900 -0.489
C 23.7090 22.2640 9.6470 -0.303
C 29.3610 26.5900 10.2590 -0.583
C 24.9160 27.4740 9.7590 -0.031
C 26.6480 25.5820 17.9340 -0.004
C 24.9580 21.4030 16.2690 0.039
C 29.1000 23.1960 8.6180 -0.598
C 25.8950 26.5760 13.1720 -0.447
C 32.4000 22.2910 12.5700 -0.384
C 28.8830 27.0680 8.8640 0.044
C 26.8920 24.3930 16.9110 -0.232
C 30.5870 23.4940 8.3580 0.023
C 32.9110 21.1600 11.7490 0.037
C 30.3440 21.9960 17.8170 -0.546
C 26.3480 27.6400 14.0400 0.013
C 30.0990 26.0700 16.1530 -0.275
C 24.0400 20.1200 12.5580 0.052
C 33.1760 24.2140 14.0000 -0.319
C 31.0910 27.1690 11.9850 -0.104
C 26.0130 24.3820 7.3180 -0.074
C 32.5630 27.2120 11.5910 -0.060
H 26.5540 25.2540 18.9070 0.043
H 30.7530 28.0620 12.6110 0.140
H 26.3800 25.3480 7.6910 0.090
H 28.3050 27.9850 9.3070 0.121
H 28.9410 22.5850 13.5020 0.065
H 29.0690 23.5870 19.7370 0.171
H 25.9110 27.8120 9.7010 0.023
H 32.8080 28.0700 10.9560 0.092
H 27.6070 22.2320 21.4250 0.093
H 31.3070 18.3030 10.1080 0.023
H 22.5480 22.9150 7.9650 0.106
H 28.2650 24.0790 13.1120 0.147
H 33.8940 20.8740 12.0930 0.100
H 24.1990 28.4160 10.1160 0.146
H 30.7140 23.8340 7.2530 0.107
H 34.2060 25.3790 12.6480 0.086
H 24.7800 20.7810 15.3870 0.071
H 29.9140 21.8760 20.3070 0.094
H 23.6130 19.5650 11.9430 -0.016
H 30.7590 26.3840 12.5490 0.054
H 32.7900 21.3970 10.7040 0.099
H 24.1240 22.0050 16.4060 0.056
H 28.7240 19.7840 10.1980 0.114
H 29.7630 17.7170 9.2760 0.114
H 27.3830 28.2100 13.7900 0.161
H 27.5670 26.1040 18.0590 0.049
H 29.6220 22.4860 15.9470 0.045
H 26.6100 23.3450 9.0410 0.145
H 27.5800 20.9640 20.2980 0.021
H 26.7900 22.2280 7.4810 0.174
H 26.4360 27.2480 15.0200 0.055
H 31.3200 25.0780 17.6530 0.129
H 30.8220 26.7130 17.8140 0.000
H 23.4000 20.4260 13.3360 0.075
H 29.9730 20.6010 16.3790 0.127
H 29.0580 27.8220 16.1190 0.066
H 31.3050 21.5130 15.9480 0.117
H 24.4840 27.0100 8.9050 0.041
H 25.0660 19.5240 12.9060 0.172
H 25.5510 28.3200 14.2460 0.085
H 31.0920 24.3270 9.1800 0.165
H 29.6860 27.5630 8.2190 0.117
H 30.2010 20.1810 10.9220 0.111
H 21.9200 21.5160 8.6240 0.042
H 30.0770 18.0310 14.2720 0.084
H 28.7870 23.0200 12.1050 0.016
H 34.0180 26.1000 14.4290 0.138
H 27.1680 22.3600 19.7320 0.028
H 30.6770 27.9890 16.0010 0.115
H 30.8040 19.0880 8.8520 0.100
H 29.6450 27.4180 14.7420 -0.022
H 29.7190 25.3780 18.2900 0.092
H 28.4680 17.3500 13.8530 0.149
H 23.9600 26.0540 11.2500 0.118
H 26.9240 24.8140 16.0210 0.055
H 32.8600 24.0450 14.9040 0.067
H 35.2690 24.5710 14.0530 0.116
H 25.9200 24.2680 6.1950 0.127
H 27.8970 24.0540 17.1790 0.105
H 25.6470 25.5250 10.7220 0.119
H 27.4180 22.7950 12.7360 0.083
H 25.7270 26.0230 17.6460 0.072
H 32.2670 24.7480 13.5030 0.138
H 33.1360 27.3010 12.3490 -0.033
H 28.3690 26.2640 8.4460 0.027
H 25.1340 20.6930 17.1240 0.113
H 24.0520 23.3020 9.8820 0.119
H 31.0860 22.6350 8.1230 0.019
H 25.1120 24.4100 7.7640 0.025
H 32.2810 20.3550 11.7860 0.041
H 24.6460 21.9290 9.0850 0.140
H 21.7200 22.8560 9.5990 0.093
H 28.4310 18.9050 15.0160 0.106
H 33.1300 26.2850 11.0550 0.138
```

## Properties
Kohn-Sham gap in Eh: 0.3505
LUMO energy in eV: -1.91
Total charge: +1
ΔE to the lowest compared entry with this formula, charge and spin in kcal/mol: 28.7